ORCA calculation (the ωB97M-V functional and the def2-TZVPD basis) on a 13-piece molecular cluster, BF4H24O12 overall in a non-equilibrium geometry.

Each line ends with the natural charge from an NBO analysis.
Geometry (Å):
B1 -0.95 0.30 -0.20  1.33
F1 0.32 0.48 0.15  -0.57
F2 -0.94 -0.13 -1.50  -0.57
F3 -1.58 -0.67 0.57  -0.58
F4 -1.68 1.48 -0.19  -0.56
O1 1.98 1.36 2.21  -0.95
H1 1.50 0.54 2.33  0.47
H2 1.97 1.86 3.00  0.49
O2 -3.48 0.57 2.51  -0.95
H3 -3.36 0.77 1.58  0.49
H4 -4.05 -0.22 2.56  0.46
O3 2.78 -0.73 0.10  -0.98
H5 2.06 -0.24 0.59  0.49
H6 2.71 -1.66 0.28  0.48
O4 -0.89 3.01 2.34  -0.98
H7 -0.60 3.00 1.43  0.50
H8 -1.28 3.86 2.46  0.45
O5 2.57 2.41 -0.38  -0.96
H9 2.21 2.07 -1.24  0.49
H10 2.34 1.66 0.18  0.49
O6 1.17 -2.34 -1.95  -0.98
H11 1.26 -3.29 -1.80  0.47
H12 0.65 -1.87 -1.28  0.50
O7 -0.04 -3.10 0.74  -0.98
H13 -0.59 -2.41 1.13  0.48
H14 -0.56 -3.22 -0.06  0.48
O8 -2.54 -2.59 2.23  -0.96
H15 -2.11 -2.30 3.04  0.46
H16 -2.38 -1.88 1.62  0.49
O9 0.25 3.51 -0.07  -1.00
H17 -0.30 2.82 -0.53  0.48
H18 1.15 3.21 -0.20  0.49
O10 -1.96 -3.09 -1.39  -0.93
H19 -1.90 -3.76 -2.02  0.46
H20 -2.06 -2.35 -1.98  0.49
O11 0.17 0.92 -3.56  -1.02
H21 1.03 0.70 -3.12  0.48
H22 -0.48 0.72 -2.90  0.47
O12 2.34 0.50 -2.34  -0.95
H23 2.04 -0.12 -1.71  0.51
H24 3.22 0.21 -2.63  0.49

The frontier orbital gap is 9.53 eV. The value obtained for the energy relative to the best compared isomer or geometry (same formula, charge and spin) is 1.768 eV. Its charge is -1. The value obtained for the total energy is -36515.52249 eV. The lowest unoccupied orbital energy comes out at 0.095 Eh.

=====

ORCA calculation (the ωB97M-V functional and the def2-TZVPD basis) on a 5-piece molecular cluster, C37H67BrNO15SSi overall in a non-equilibrium geometry.

Each line ends with the Mulliken charge.
Geometry (Å):
C1 3.94 -0.43 3.20  -1.19
C2 3.53 0.65 2.19  0.83
S1 4.93 1.53 1.46  -0.26
C3 4.36 1.38 -0.27  -0.53
N1 4.19 -0.02 -0.62  0.72
O1 5.38 -0.73 -0.48  -0.56
C4 3.53 -0.19 -1.95  0.43
Br1 4.66 -1.11 -3.30  -0.16
C5 2.32 -1.07 -1.70  -0.16
C6 2.62 -2.40 -1.03  -1.03
C7 1.33 -3.06 -0.54  0.21
C8 0.35 -3.40 -1.67  -1.29
C9 -0.84 -2.44 -1.60  -0.31
C10 -1.65 -2.52 -0.28  1.24
C11 -3.16 -2.59 -0.51  -1.57
C12 -3.95 -1.91 0.64  0.36
Si1 -4.86 -0.34 0.13  0.33
C13 -5.92 0.17 1.61  -1.37
C14 -5.97 -0.59 -1.37  -1.36
C15 -3.58 1.03 -0.13  0.08
C16 -2.42 0.79 -0.89  -0.52
C17 -1.43 1.76 -1.09  -0.34
C18 -1.60 3.02 -0.52  -0.30
C19 -2.75 3.29 0.22  -1.34
C20 -3.73 2.31 0.41  -0.08
C21 3.10 1.19 -2.56  -0.26
O2 2.00 1.59 -2.13  -0.47
O3 3.84 1.74 -3.36  -0.80
H1 3.21 -0.48 4.00  0.25
H2 3.99 -1.39 2.71  0.26
H3 4.92 -0.19 3.60  0.44
H4 2.81 1.36 2.59  0.57
H5 3.02 0.15 1.36  -1.02
H6 3.39 1.87 -0.28  0.24
H7 5.08 1.91 -0.90  0.11
H8 6.11 -0.17 -0.79  0.31
H9 1.75 -1.22 -2.61  0.77
H10 1.73 -0.48 -1.00  -0.46
H11 3.27 -2.28 -0.16  0.26
H12 3.14 -3.07 -1.71  0.35
H13 1.60 -3.98 -0.02  0.44
H14 0.88 -2.40 0.20  -0.35
H15 -0.02 -4.41 -1.54  0.37
H16 0.81 -3.29 -2.64  0.47
H17 -1.52 -2.63 -2.44  0.44
H18 -0.49 -1.42 -1.74  0.02
H19 -1.48 -1.57 0.23  -1.64
H20 -1.31 -3.34 0.34  1.11
H21 -3.43 -3.65 -0.54  0.16
H22 -3.44 -2.17 -1.48  0.59
H23 -3.24 -1.61 1.41  -0.54
H24 -4.67 -2.59 1.09  0.73
H25 -5.26 0.72 2.28  0.35
H26 -6.76 0.79 1.35  0.34
H27 -6.22 -0.73 2.15  0.37
H28 -5.79 -1.55 -1.86  0.38
H29 -5.89 0.19 -2.12  0.38
H30 -7.01 -0.62 -1.03  0.36
H31 -2.28 -0.18 -1.34  0.84
H32 -0.56 1.50 -1.67  0.38
H33 -0.83 3.76 -0.67  0.51
H34 -2.89 4.26 0.66  0.35
H35 -4.62 2.55 0.99  0.43
C22 -1.25 0.55 1.89  0.12
C23 -0.35 -0.58 2.33  0.65
O4 -0.18 -0.60 3.76  -0.37
C24 -1.17 -1.15 4.44  0.64
O5 -2.17 -1.65 4.00  -0.57
O6 -0.87 -1.06 5.75  -0.38
C25 -1.87 -1.58 6.61  -0.65
H36 -0.89 1.50 2.28  0.43
H37 -1.29 0.61 0.80  -0.86
H38 -2.27 0.40 2.26  0.22
H39 0.65 -0.44 1.91  -0.37
H40 -0.72 -1.55 1.98  0.25
H41 -2.15 -2.60 6.33  0.29
H42 -2.75 -0.94 6.60  0.28
H43 -1.44 -1.59 7.61  0.23
C26 6.77 2.92 -3.65  -0.92
C27 7.52 1.99 -2.73  0.24
O7 8.95 2.14 -2.84  -0.42
C28 9.48 3.16 -2.18  0.71
O8 8.90 3.95 -1.48  -0.56
O9 10.80 3.18 -2.42  -0.36
C29 11.49 4.26 -1.79  -0.64
H44 7.12 2.80 -4.68  0.36
H45 5.70 2.69 -3.62  0.16
H46 6.92 3.96 -3.37  0.31
H47 7.32 0.95 -3.01  0.25
H48 7.22 2.12 -1.69  0.19
H49 11.27 4.30 -0.73  0.30
H50 11.22 5.20 -2.27  0.28
H51 12.55 4.07 -1.94  0.22
C30 -5.58 -7.32 4.56  -1.09
C31 -6.29 -6.35 3.65  -0.24
O10 -5.52 -6.06 2.48  -0.24
C32 -5.56 -6.98 1.52  0.66
O11 -6.20 -8.00 1.54  -0.58
O12 -4.77 -6.57 0.52  -0.20
C33 -4.67 -7.49 -0.57  -0.71
H52 -4.58 -6.94 4.81  0.29
H53 -6.14 -7.45 5.49  0.36
H54 -5.46 -8.29 4.09  0.30
H55 -6.44 -5.39 4.14  0.30
H56 -7.27 -6.73 3.36  0.31
H57 -5.66 -7.77 -0.93  0.33
H58 -4.11 -8.37 -0.27  0.31
H59 -4.13 -6.97 -1.35  0.20
C34 -2.29 8.33 -1.20  -0.97
C35 -2.25 8.04 -2.68  -0.18
O13 -1.02 7.40 -3.06  -0.42
C36 -0.97 6.08 -2.80  0.79
O14 -1.86 5.43 -2.32  -0.58
O15 0.22 5.64 -3.18  -0.39
C37 0.46 4.24 -2.93  -0.37
H60 -1.41 8.91 -0.90  0.29
H61 -3.19 8.90 -0.95  0.36
H62 -2.30 7.41 -0.62  0.19
H63 -2.28 8.96 -3.25  0.32
H64 -3.10 7.42 -2.99  0.28
H65 -0.34 3.63 -3.36  0.34
H66 0.54 4.05 -1.86  0.17
H67 1.40 3.98 -3.40  0.25

The frontier orbital gap is 7.69 eV. Its charge is -1. The value obtained for the total energy is -160416.29818 eV. The lowest unoccupied orbital energy comes out at 0.071 Eh.